Run i
Molecular formula: CH2F2INOS
Method: DFT, wB97M-V/def2-TZVPD

Values from the calculation:
* HOMO level: -0.3942 Ha
* spin multiplicity: 1
* Kohn-Sham gap: 9.04 eV

Geometry as XYZ:
```
9
CH2F2INOS, DFT wB97M-V/def2-TZVPD
C 0.388 -0.129 1.137
N -1.146 0.961 -1.192
O 1.349 1.404 -0.944
F -1.224 -1.243 0.452
F -0.081 0.268 2.281
S 0.194 0.575 -0.696
I 1.732 -1.581 1.201
H -1.897 0.321 -0.902
H 0.685 -0.575 -1.338
```

Run ii
Molecular formula: CH2F2INOS
Method: DFT, wB97M-V/def2-TZVPD

Values from the calculation:
* HOMO level: -0.3220 Ha
* spin multiplicity: 1
* Kohn-Sham gap: 8.37 eV

Geometry as XYZ:
```
9
CH2F2INOS, DFT wB97M-V/def2-TZVPD
C 0.750 3.252 -0.079
N -0.128 0.677 -0.157
O -2.162 -1.337 -0.999
F 0.832 3.385 1.284
F 1.317 4.330 -0.698
S 0.199 1.946 -0.930
I -3.141 -0.024 0.076
H 0.061 0.552 0.852
H -1.360 -0.989 -1.500
```

Least stable of them? run i.

Run i
Molecular formula: C2H7NO3
Method: DFT, wB97M-V/def2-TZVPD

Values from the calculation:
* HOMO level: -0.3776 Ha
* spin multiplicity: 1
* Kohn-Sham gap: 10.56 eV

Geometry as XYZ:
```
13
C2H7NO3, DFT wB97M-V/def2-TZVPD
C -1.902 -1.586 -0.789
N -1.069 -1.152 0.318
C -0.066 -0.229 0.202
O 0.372 0.323 1.179
O 0.289 0.102 -1.072
H -1.426 -1.440 -1.749
H -2.130 -2.652 -0.718
H -2.884 -1.100 -0.825
H -1.459 -1.338 1.221
H 0.570 -0.700 -1.503
O 2.152 2.356 0.434
H 2.131 2.032 -0.458
H 1.619 1.675 0.885
```

Run ii
Molecular formula: C2H7NO3
Method: DFT, wB97M-V/def2-TZVPD

Values from the calculation:
* HOMO level: -0.3621 Ha
* spin multiplicity: 1
* Kohn-Sham gap: 10.36 eV

Geometry as XYZ:
```
13
C2H7NO3, DFT wB97M-V/def2-TZVPD
N 0.250 1.940 0.770
C 0.670 0.552 0.957
C 0.958 0.021 -0.427
O 2.026 0.063 -0.959
O -0.163 -0.454 -1.033
H -0.761 2.020 0.619
H 0.422 2.532 1.585
H -0.092 -0.033 1.485
H 1.552 0.464 1.581
H 0.131 -0.577 -1.958
O -2.758 -1.927 0.467
H -3.121 -1.603 -0.369
H -2.429 -1.135 0.892
```

Run iii
Molecular formula: C2H7NO3
Method: DFT, wB97M-V/def2-TZVPD

Values from the calculation:
* HOMO level: -0.3692 Ha
* spin multiplicity: 1
* Kohn-Sham gap: 10.73 eV

Geometry as XYZ:
```
13
C2H7NO3, DFT wB97M-V/def2-TZVPD
C 0.774 -0.157 -2.361
N 0.250 -0.704 -1.105
C -0.316 -0.012 -0.146
O -1.228 -0.385 0.583
O 0.259 1.217 0.224
H -0.052 -0.149 -3.086
H 1.501 -0.888 -2.696
H 1.243 0.771 -2.151
H -0.363 -1.485 -1.331
H -0.069 1.358 1.148
O -0.443 -0.152 3.550
H -0.264 0.534 4.192
H -1.293 0.052 3.179
```

Run iv
Molecular formula: C2H7NO3
Method: DFT, wB97M-V/def2-TZVPD

Values from the calculation:
* HOMO level (alpha / beta): -0.2732 / -0.2732 Ha
* spin multiplicity: 1
* Kohn-Sham gap (alpha / beta): 8.01 / 8.01 eV

Geometry as XYZ:
```
13
C2H7NO3, DFT wB97M-V/def2-TZVPD
C -0.455 -0.689 0.294
C -0.152 1.482 -0.687
N 0.326 0.305 0.783
O 1.682 0.042 0.348
O -1.748 -0.615 0.548
O -0.103 -1.498 -0.700
H 2.072 -0.244 1.198
H -2.231 -1.145 -0.102
H 0.868 -1.409 -0.781
H 0.335 -1.283 1.689
H 0.616 2.216 -0.481
H -1.157 1.797 -0.435
H -0.053 1.039 -1.675
```

Least stable of them? run iv.

Run i
Molecular formula: C2H3NO2S2
Method: DFT, wB97M-V/def2-TZVPD

Values from the calculation:
* HOMO level: -0.3303 Ha
* spin multiplicity: 1
* Kohn-Sham gap: 7.59 eV

Geometry as XYZ:
```
10
C2H3NO2S2, DFT wB97M-V/def2-TZVPD
O -0.112 -1.966 0.429
C -0.504 -0.779 0.004
S -2.129 -0.402 -0.179
C 0.495 0.363 -0.065
S 0.022 1.914 0.143
N 1.831 0.224 -0.017
O 2.480 -0.966 -0.295
H -2.274 1.024 -0.148
H 2.446 0.937 -0.168
H 1.834 -1.766 0.318
```

Run ii
Molecular formula: C2H3NO2S2
Method: DFT, wB97M-V/def2-TZVPD

Values from the calculation:
* HOMO level: -0.3514 Ha
* spin multiplicity: 1
* Kohn-Sham gap: 9.07 eV

Geometry as XYZ:
```
10
C2H3NO2S2, DFT wB97M-V/def2-TZVPD
O -3.906 0.069 -1.204
S -2.920 0.145 -0.197
O -3.613 0.412 1.431
N -1.757 1.368 -0.288
C -0.583 0.874 -0.256
C -0.350 -0.591 -0.331
S -1.831 -1.606 -0.082
H 0.196 1.553 -0.139
H -0.104 -0.921 -1.414
H 0.356 -0.804 0.555
```

Run iii
Molecular formula: C2H3NO2S2
Method: DFT, wB97M-V/def2-TZVPD

Values from the calculation:
* HOMO level: -0.3444 Ha
* spin multiplicity: 1
* Kohn-Sham gap: 8.53 eV

Geometry as XYZ:
```
10
C2H3NO2S2, DFT wB97M-V/def2-TZVPD
C 0.196 2.135 -0.352
C -1.539 -1.174 -0.296
N 1.237 1.607 -0.340
O 2.040 -1.056 -0.632
O 2.348 -0.291 1.703
S -1.692 -0.370 1.028
S 1.471 -0.486 0.582
H -0.854 2.504 -0.142
H -1.087 -0.783 -1.177
H -2.119 -2.086 -0.372
```

Least stable of them? run ii.

Run i
Molecular formula: C26H33N3O4
Method: DFT, wB97M-V/def2-TZVPD

Values from the calculation:
* HOMO level: -0.2957 Ha
* spin multiplicity: 1
* Kohn-Sham gap: 8.53 eV

Geometry as XYZ:
```
66
C26H33N3O4, DFT wB97M-V/def2-TZVPD
C 9.788 -2.140 -0.141
C 8.447 -1.432 -0.031
O 7.434 -2.392 -0.276
C 6.139 -2.012 -0.262
C 5.684 -0.719 -0.005
C 4.331 -0.438 -0.039
C 3.397 -1.433 -0.314
C 1.940 -1.204 -0.362
O 1.151 -2.103 -0.152
C 1.436 0.189 -0.714
C 0.620 0.733 0.463
C -0.075 2.033 0.082
N -0.955 1.826 -1.057
C -1.731 3.023 -1.330
C -2.721 3.304 -0.198
O -2.847 4.403 0.296
N -3.411 2.191 0.145
C -4.428 2.032 1.090
C -4.960 3.098 1.804
C -6.010 2.894 2.681
C -6.542 1.629 2.847
C -6.009 0.558 2.149
C -4.944 0.736 1.277
N -4.381 -0.316 0.515
C -3.105 -0.837 0.992
C -2.477 -1.654 -0.140
O -3.324 -2.709 -0.535
C -4.577 -2.220 -0.947
C -5.256 -1.422 0.170
C -0.180 1.407 -2.213
C 0.520 0.081 -1.938
C 3.861 -2.735 -0.536
C 5.203 -3.020 -0.523
H 10.594 -1.435 0.042
H 9.843 -2.944 0.588
H 9.903 -2.565 -1.134
H 8.383 -0.623 -0.771
H 8.324 -1.004 0.973
H 6.377 0.075 0.226
H 4.012 0.568 0.188
H 2.261 0.865 -0.945
H -0.126 -0.014 0.737
H 1.269 0.904 1.324
H -0.675 2.390 0.923
H 0.683 2.807 -0.142
H -2.303 2.870 -2.250
H -1.101 3.919 -1.462
H -3.183 1.344 -0.363
H -4.553 4.084 1.654
H -6.418 3.731 3.228
H -7.369 1.468 3.523
H -6.424 -0.428 2.293
H -2.450 -0.013 1.276
H -3.251 -1.487 1.870
H -1.538 -2.114 0.171
H -2.296 -0.987 -0.997
H -5.175 -3.092 -1.217
H -4.456 -1.572 -1.830
H -6.211 -1.027 -0.180
H -5.430 -2.098 1.023
H -0.862 1.288 -3.059
H 0.571 2.171 -2.488
H 1.103 -0.209 -2.814
H -0.222 -0.694 -1.746
H 3.135 -3.510 -0.730
H 5.568 -4.018 -0.709
```

Run ii
Molecular formula: C26H33N3O4
Method: DFT, wB97M-V/def2-TZVPD

Values from the calculation:
* HOMO level: -0.3032 Ha
* spin multiplicity: 1
* Kohn-Sham gap: 8.92 eV

Geometry as XYZ:
```
66
C26H33N3O4, DFT wB97M-V/def2-TZVPD
C 0.793 0.763 2.394
N 0.457 2.009 1.742
C 1.517 2.972 1.520
C 2.416 2.704 0.302
C 1.610 2.458 -0.974
C 2.572 2.288 -2.150
O 3.499 1.245 -1.942
C 4.265 1.445 -0.778
C 3.386 1.533 0.472
C -0.785 2.323 1.312
O -1.031 3.381 0.756
C -1.902 1.319 1.581
C -2.730 1.205 0.305
C -1.914 0.534 -0.793
O -0.761 0.162 -0.685
N -2.643 0.349 -1.910
C -3.972 0.888 -2.036
C -4.803 0.644 -0.749
N -4.009 0.518 0.460
C -3.966 -0.805 1.076
C -2.991 -1.788 0.470
C -3.202 -2.331 -0.793
C -2.231 -3.115 -1.390
C -1.033 -3.364 -0.748
C -0.832 -2.863 0.532
O 0.305 -3.128 1.251
C 1.520 -2.992 0.618
C 2.564 -3.801 1.053
C 3.820 -3.657 0.493
C 4.040 -2.715 -0.498
C 3.001 -1.904 -0.923
C 1.741 -2.034 -0.366
C -1.822 -2.106 1.143
H 0.172 0.604 3.279
H 1.830 0.807 2.717
H 0.679 -0.083 1.713
H 2.134 3.028 2.423
H 1.022 3.935 1.369
H 3.014 3.616 0.166
H 0.935 3.292 -1.167
H 1.013 1.552 -0.862
H 2.031 2.022 -3.061
H 3.115 3.232 -2.322
H 4.943 0.591 -0.717
H 4.861 2.367 -0.878
H 4.020 1.669 1.351
H 2.836 0.597 0.565
H -1.509 0.348 1.852
H -2.529 1.710 2.384
H -2.960 2.228 -0.023
H -2.206 -0.108 -2.696
H -3.913 1.969 -2.221
H -4.462 0.426 -2.894
H -5.421 -0.247 -0.866
H -5.479 1.500 -0.620
H -4.983 -1.205 1.034
H -3.716 -0.655 2.130
H -4.124 -2.135 -1.320
H -2.403 -3.527 -2.374
H -0.258 -3.946 -1.225
H 2.375 -4.529 1.827
H 4.628 -4.289 0.832
H 5.022 -2.610 -0.935
H 3.168 -1.152 -1.679
H 0.934 -1.388 -0.681
H -1.650 -1.760 2.152
```

Least stable of them? run i.

Run i
Molecular formula: C4H4FNOS
Method: DFT, wB97M-V/def2-TZVPD

Values from the calculation:
* HOMO level: -0.3499 Ha
* spin multiplicity: 1
* Kohn-Sham gap: 10.05 eV

Geometry as XYZ:
```
12
C4H4FNOS, DFT wB97M-V/def2-TZVPD
C -1.186 1.037 -0.620
C 0.143 0.573 -0.281
C 1.203 -1.220 0.783
C -0.802 -0.540 -0.669
H -1.974 1.074 0.253
H 0.905 0.778 -1.004
H 1.400 0.684 1.469
H -1.496 -0.812 0.146
N 0.745 0.163 1.000
O 2.139 -1.784 1.359
F -1.434 1.837 -1.694
S 0.357 -1.789 -0.742
```

Run ii
Molecular formula: C4H4FNOS
Method: DFT, wB97M-V/def2-TZVPD

Values from the calculation:
* HOMO level: -0.3313 Ha
* spin multiplicity: 1
* Kohn-Sham gap: 8.83 eV

Geometry as XYZ:
```
12
C4H4FNOS, DFT wB97M-V/def2-TZVPD
O -2.093 -0.693 -0.356
N -0.701 -0.646 0.036
C 0.346 -0.611 -1.044
C 1.331 0.331 -0.370
F 2.508 0.477 -0.949
C 0.944 0.771 0.794
C -0.435 0.395 0.963
S -1.699 0.786 1.983
H -2.516 -0.613 0.540
H 0.995 -1.507 -1.102
H -0.158 -0.156 -1.930
H 1.479 1.466 1.434
```

Least stable of them? run i.

Run i
Molecular formula: C9H13NO2
Method: DFT, wB97M-V/def2-TZVPD

Values from the calculation:
* HOMO level: -0.3140 Ha
* spin multiplicity: 1
* Kohn-Sham gap: 9.28 eV

Geometry as XYZ:
```
25
C9H13NO2, DFT wB97M-V/def2-TZVPD
C 2.337 0.000 -2.128
C 1.614 -0.656 -0.970
C 1.435 0.023 0.243
C 0.504 -0.457 1.164
C -0.124 -1.664 0.919
O -1.019 -2.117 1.862
C 0.183 -2.434 -0.195
C 1.039 -1.913 -1.154
H 1.882 0.991 -2.262
H 2.157 -0.521 -3.072
H 3.405 0.147 -1.994
H 2.278 0.656 0.491
H 0.191 0.254 1.912
H -1.100 -3.073 1.806
H -0.259 -3.413 -0.313
H 1.151 -2.371 -2.129
C -2.618 1.477 0.033
C -1.290 2.181 0.205
N -0.589 2.242 -0.968
O -0.946 2.694 1.244
H -3.161 1.347 0.965
H -2.436 0.541 -0.493
H -3.221 2.102 -0.627
H 0.372 2.550 -0.881
H -0.669 1.506 -1.651
```

Run ii
Molecular formula: C9H13NO2
Method: DFT, wB97M-V/def2-TZVPD

Values from the calculation:
* HOMO level: -0.3428 Ha
* spin multiplicity: 1
* Kohn-Sham gap: 9.87 eV

Geometry as XYZ:
```
25
C9H13NO2, DFT wB97M-V/def2-TZVPD
O 2.737 -0.325 0.590
C 1.772 0.232 -0.076
C 1.438 1.648 0.130
C 0.714 1.736 1.479
C -0.256 0.567 1.809
C -1.211 0.427 0.679
C -0.663 0.068 -0.783
C -1.651 -1.062 -1.561
C -0.698 -2.275 -1.444
C 0.747 -1.831 -0.978
O 1.665 -2.642 -0.496
N 0.709 -0.432 -0.903
H 2.508 2.189 0.100
H 1.109 2.114 -0.894
H 0.339 2.815 1.403
H 1.692 1.623 2.247
H 0.200 -0.262 2.094
H -0.669 0.864 2.801
H -1.654 1.462 0.657
H -2.017 -0.273 1.164
H -0.699 1.065 -1.348
H -2.589 -0.930 -0.720
H -1.958 -0.783 -2.688
H -0.453 -2.685 -2.389
H -1.109 -3.310 -0.870
```

Least stable of them? run ii.

Run i
Molecular formula: C9H13NO2
Method: DFT, wB97M-V/def2-TZVPD

Values from the calculation:
* HOMO level: -0.2891 Ha
* spin multiplicity: 1
* Kohn-Sham gap: 8.45 eV

Geometry as XYZ:
```
25
C9H13NO2, DFT wB97M-V/def2-TZVPD
C 2.804 -1.281 -1.912
C 1.437 -1.475 -1.251
C 0.557 -0.398 -1.386
C -0.686 -0.397 -0.696
C -0.926 -1.604 0.081
O -1.883 -1.540 1.041
C -0.061 -2.690 0.064
C 1.084 -2.657 -0.745
H 2.825 -1.840 -2.909
H 3.563 -1.692 -1.280
H 2.793 -0.213 -2.136
H 0.789 0.560 -1.900
H -1.441 0.294 -0.844
H -1.945 -0.632 1.235
H -0.425 -3.530 0.679
H 1.650 -3.483 -1.016
C -1.838 3.260 1.068
C -1.333 1.926 1.472
N 0.070 1.814 1.691
O -2.083 0.973 1.750
H -2.181 3.779 2.039
H -2.753 3.188 0.501
H -1.153 3.867 0.495
H 0.583 1.052 2.083
H 0.551 2.717 1.876
```

Run ii
Molecular formula: C9H13NO2
Method: DFT, wB97M-V/def2-TZVPD

Values from the calculation:
* HOMO level: -0.3321 Ha
* spin multiplicity: 1
* Kohn-Sham gap: 8.86 eV

Geometry as XYZ:
```
25
C9H13NO2, DFT wB97M-V/def2-TZVPD
C 0.515 -1.862 1.984
C 0.682 2.117 -1.954
C 1.237 1.906 -0.608
C 0.955 -0.580 1.320
C -0.668 -1.934 1.022
C -1.334 0.623 0.911
C 0.695 0.711 -1.373
C -0.399 -0.504 0.619
C -0.536 0.059 -0.837
N -1.495 -0.527 -1.697
O -2.644 -0.846 -1.322
O -1.136 -0.676 -2.857
H 1.192 -2.770 2.035
H 0.285 -1.669 2.951
H -0.321 2.546 -2.012
H 1.296 2.286 -2.901
H 2.280 1.891 -0.349
H 0.678 2.472 0.179
H 1.139 0.170 2.042
H 1.888 -0.639 0.653
H -0.707 -2.763 0.335
H -1.709 -2.057 1.647
H -2.319 0.530 0.767
H -0.898 1.484 1.286
H 1.326 0.032 -1.840
```

Least stable of them? run ii.

Run i
Molecular formula: C4H11N4
Method: DFT, wB97M-V/def2-TZVPD

Values from the calculation:
* charge: +1
* HOMO level: -0.4916 Ha
* spin multiplicity: 1
* Kohn-Sham gap: 10.00 eV

Geometry as XYZ:
```
19
C4H11N4, DFT wB97M-V/def2-TZVPD
C 1.829 -0.200 -0.397
C 1.628 -1.570 0.296
C -0.157 -0.319 0.625
C 0.409 1.881 -0.221
N -2.844 0.838 -0.017
N -2.823 -0.354 -0.336
N 0.650 0.523 0.081
N 0.262 -1.554 0.806
H 2.601 0.309 0.034
H 1.853 -0.101 -1.488
H 1.737 -2.362 -0.501
H 2.633 -1.800 0.905
H -1.176 -0.132 0.889
H 0.518 2.054 -1.297
H -0.628 2.137 -0.118
H 1.216 2.511 0.305
H -3.728 1.341 0.178
H -3.717 -0.837 -0.723
H -0.264 -2.366 0.978
```

Run ii
Molecular formula: C4H11N4
Method: DFT, wB97M-V/def2-TZVPD

Values from the calculation:
* charge: +1
* HOMO level: -0.4824 Ha
* spin multiplicity: 1
* Kohn-Sham gap: 10.27 eV

Geometry as XYZ:
```
19
C4H11N4, DFT wB97M-V/def2-TZVPD
C 0.024 -2.095 0.034
C 2.583 0.614 -0.048
C -0.558 -0.718 -0.076
C 3.993 0.778 0.029
N 1.455 0.334 -0.055
N 0.201 0.360 -0.103
N -1.857 -0.557 -0.118
N -3.470 1.593 0.019
H 0.754 -2.272 -0.755
H -0.737 -2.867 -0.016
H 0.537 -2.179 0.993
H 4.290 1.701 -0.473
H 4.504 -0.061 -0.447
H 4.301 0.835 1.075
H -2.349 0.382 -0.108
H -2.447 -1.373 -0.117
H -3.158 2.415 0.524
H -4.257 1.204 0.527
H -3.809 1.905 -0.884
```

Run iii
Molecular formula: C4H11N4
Method: DFT, wB97M-V/def2-TZVPD

Values from the calculation:
* charge: +1
* HOMO level: -0.4592 Ha
* spin multiplicity: 1
* Kohn-Sham gap: 7.08 eV

Geometry as XYZ:
```
19
C4H11N4, DFT wB97M-V/def2-TZVPD
C 2.245 -0.535 -0.118
C 2.359 -0.591 -1.428
C 0.897 -1.212 1.754
N 1.179 -1.233 0.509
H 2.949 -0.109 0.572
H 1.662 -1.188 -1.998
H 3.132 -0.049 -1.946
H 0.066 -1.811 2.101
H 1.512 -0.615 2.418
H 0.492 -1.642 -0.121
N -2.605 0.046 -0.209
C -1.496 0.869 -0.273
N -1.288 1.626 0.872
N -0.728 1.043 -1.275
H -2.664 -0.699 -0.880
H -3.002 -0.151 0.694
H -1.540 1.215 1.755
H -0.398 2.097 0.867
H -1.056 0.543 -2.097
```

Least stable of them? run i.